No. 1
Density functional theory data (ωB97M-V/def2-TZVPD) for 5 unconnected molecules or ions with the total composition C28H60Br2ClO12.

Values from the calculation:
E_tot   -7613.5947 hartree

Geometry as ORCA input:
```
! RIJCOSX wB97M-V def2-TZVPD def2/J DEFGRID3
* xyz -1 1
C 4.6689 -6.5097 5.6792
C 3.2838 -5.5729 5.5531
Br 3.3655 -3.7283 4.6865
C 1.9660 -6.0737 6.1086
Br 0.3066 -4.8942 5.9771
C 1.8826 -7.5478 6.8480
Cl 1.3322 -8.7366 5.4862
H 5.5504 -5.8837 5.2908
H 4.5318 -7.5728 5.1805
H 4.7792 -6.6828 6.8675
H 2.9416 -7.9257 7.1676
C 0.5284 -3.1737 -2.9705
O 1.2214 -2.2477 -2.1503
C 0.5420 -0.9949 -2.0511
C 0.9545 -0.2637 -0.7710
O 0.2909 -0.7645 0.3993
C 0.7247 -2.0467 0.8655
C 2.1076 -2.0098 1.5249
O 3.1323 -1.9825 0.5292
C 4.3408 -1.4271 1.0185
H 0.4537 -2.7964 -3.9956
H 1.0874 -4.1128 -2.9764
H -0.4684 -3.3708 -2.5646
H -0.5441 -1.1455 -2.0517
H 0.8250 -0.3974 -2.9240
H 0.6341 0.7801 -0.8614
H 2.0358 -0.2517 -0.6357
H 0.6678 -2.7938 0.0736
H -0.0039 -2.3392 1.6291
H 2.2533 -2.9166 2.1219
H 2.1781 -1.1319 2.1761
H 4.1824 -0.3982 1.3517
H 5.0694 -1.4138 0.2000
H 4.7394 -2.0345 1.8369
C -1.6382 1.7026 0.5842
O -1.2636 3.0566 0.3925
C -2.3055 3.8291 -0.2066
C -2.1272 5.3132 0.1238
O -2.5776 5.6515 1.4443
C -1.7501 5.2029 2.5230
C -0.4408 5.9902 2.6433
O 0.5055 5.5315 1.6758
C 1.4814 6.5134 1.3728
H -1.8456 1.2227 -0.3777
H -0.8090 1.1824 1.0703
H -2.5133 1.6381 1.2377
H -3.2866 3.4914 0.1477
H -2.2418 3.6828 -1.2899
H -2.7653 5.8884 -0.5561
H -1.1042 5.6504 -0.0416
H -1.5784 4.1278 2.4671
H -2.3351 5.3829 3.4313
H -0.0040 5.8258 3.6343
H -0.6436 7.0583 2.5093
H 1.0085 7.4110 0.9661
H 2.1546 6.1054 0.6102
H 2.0660 6.7622 2.2638
C -6.4166 -5.5386 -0.2373
O -5.9373 -4.6951 0.7967
C -5.1569 -5.4055 1.7597
C -4.2070 -4.4502 2.4868
O -3.0395 -4.1266 1.7167
C -3.2451 -3.2466 0.6063
C -3.5087 -1.7973 1.0293
O -4.8647 -1.6421 1.4527
C -5.0312 -0.5365 2.3236
H -7.0807 -6.3068 0.1720
H -6.9763 -4.9259 -0.9485
H -5.5805 -6.0029 -0.7688
H -4.5760 -6.1986 1.2741
H -5.8505 -5.8534 2.4790
H -3.8322 -4.9629 3.3795
H -4.7147 -3.5489 2.8297
H -4.0200 -3.6268 -0.0596
H -2.3061 -3.2666 0.0429
H -3.3531 -1.1317 0.1733
H -2.8186 -1.5206 1.8337
H -4.4214 -0.6612 3.2221
H -6.0835 -0.4933 2.6271
H -4.7715 0.3966 1.8143
C 0.8955 6.0872 -4.2932
O 1.8454 5.0486 -4.1220
C 1.3614 4.0032 -3.2771
C 2.1032 2.6958 -3.5669
O 1.6215 2.0267 -4.7421
C 1.9725 2.6271 -5.9935
C 3.4505 2.4430 -6.3545
O 4.2577 3.3779 -5.6358
C 5.5983 2.9379 -5.5030
H 0.6716 6.5635 -3.3332
H 1.3200 6.8327 -4.9703
H -0.0203 5.6954 -4.7458
H 0.2857 3.8539 -3.4281
H 1.5427 4.3076 -2.2409
H 1.9053 2.0059 -2.7391
H 3.1829 2.8373 -3.6092
H 1.6695 3.6738 -6.0271
H 1.3749 2.1005 -6.7453
H 3.5938 2.6378 -7.4229
H 3.7559 1.4155 -6.1293
H 5.6384 1.9890 -4.9619
H 6.1500 3.6865 -4.9231
H 6.0684 2.8352 -6.4859
*
```

***

No. 2
Density functional theory data (ωB97M-V/def2-TZVPD) for a molecular structure, C12H30IO2P2SiYb.

Values from the calculation:
E_tot   -3053.7801 hartree

Geometry as ORCA input:
```
! RIJCOSX wB97M-V def2-TZVPD def2/J DEFGRID3
* xyz 2 2
C 5.7192 -0.6685 -1.2565
C 4.3029 -0.5011 -0.8628
H 6.4004 -0.6067 -0.3905
H 5.9732 0.1260 -1.9784
H 5.8261 -1.6563 -1.7355
O 3.9025 -0.3196 0.3069
I 2.8069 -0.6579 -2.5804
Yb 1.6548 -0.2229 0.1011
P 0.0264 -2.6031 -0.0806
C -0.5557 -3.3177 1.5108
C -0.9129 -3.5939 -1.2965
H -0.7771 -4.6675 -1.1060
H 1.4504 -4.4871 0.0024
H -0.5508 -3.3512 -2.3051
H 2.1671 -3.2523 -1.0947
H -1.5949 -3.0324 1.7147
H -1.9804 -3.3407 -1.2481
C 1.6608 -3.4193 -0.1360
H -0.4575 -4.4119 1.4711
H 2.3180 -3.0790 0.6824
H 0.0725 -2.9232 2.3242
P 0.1206 2.6483 -0.3224
C -0.1179 4.0182 0.8266
C 1.8863 2.3938 -0.5009
H -0.1509 2.1929 -2.6639
H -0.2568 3.9379 -2.3101
H -1.6506 2.8734 -1.9756
C -0.5544 2.9345 -1.9614
H 2.1264 1.6822 -1.3235
H 2.3392 3.3526 -0.7896
H 0.2497 4.9568 0.3843
H 0.4439 3.8094 1.7477
H 2.3656 2.0820 0.4510
H -1.1754 4.1333 1.0904
C -0.6332 1.1621 0.4772
O 0.0477 0.6040 1.4437
C -2.6691 0.0095 -1.6797
Si -2.4430 0.5575 0.0956
C -3.3899 2.0697 0.6510
C -3.0564 -0.8646 1.1390
H -2.1949 0.6666 -2.4079
H -3.7457 -0.0111 -1.8996
H -2.2910 -1.0107 -1.8315
H -4.4531 1.7974 0.7036
H -3.0628 2.3522 1.6639
H -3.2769 2.9294 -0.0243
H -4.1286 -0.6868 1.3224
H -2.9703 -1.8353 0.6361
H -2.5536 -0.8925 2.1084
*
```

***

Calculated values (eV/Å) of strongest force on any atom for the records, taken in order: 5.2 4.1.